(1)
Formula: C3H4N2O2
Source: the OMol25 dataset
Level of theory: ωB97M-V/def2-TZVPD

Gap between HOMO and LUMO, eV: 10.1211
Total energy, eV: -10246.6877
Lowest unoccupied orbital energy, eV: 0.359
HOMO level, eV: -9.76
Energy relative to the best compared isomer or geometry (same formula, charge and spin), kJ/mol: 538.1
2S+1: 1

XYZ file:
```
11
C3H4N2O2, DFT ωB97M-V/def2-TZVPD
C -1.45 -0.36 -0.08
N 0.03 -0.08 -0.19
N 0.76 -1.16 0.43
C 1.32 -0.89 -0.64
O 2.02 1.40 0.19
C 0.89 1.67 0.51
O 0.03 2.29 0.98
H -1.75 -1.32 -0.48
H -1.75 -0.37 0.99
H -2.09 0.40 -0.53
H 1.99 -1.59 -1.17
```

Atomic partial charges in e from the natural (NBO) method, atoms 1 to 8: atom 1 (C): -0.4330, atom 2 (N): -0.3213, atom 3 (N): -0.2214, atom 4 (C): 0.2191, atom 5 (O): -0.5984, atom 6 (C): 1.0169, atom 7 (O): -0.5586, atom 8 (H): 0.2014

***

(2)
Formula: C3H4N2O2
Source: the OMol25 dataset
Level of theory: ωB97M-V/def2-TZVPD

Gap between HOMO and LUMO, eV: 10.3317
Total energy, eV: -10250.5313
Lowest unoccupied orbital energy, eV: 0.900
HOMO level, eV: -9.43
Energy relative to the best compared isomer or geometry (same formula, charge and spin), kJ/mol: 167.3
2S+1: 1

XYZ file:
```
11
C3H4N2O2, DFT ωB97M-V/def2-TZVPD
C -0.15 0.39 1.58
C 1.04 -0.43 -1.59
C -0.96 -0.10 -0.73
H -1.25 0.36 1.77
H 0.40 -0.38 2.15
H 0.24 1.38 1.87
H 1.80 -0.82 -2.29
N 0.03 0.11 0.16
N 1.27 -0.07 -0.38
O -0.28 -0.47 -1.92
O -2.14 0.03 -0.62
```

Atomic partial charges in e from the natural (NBO) method, atoms 1 to 8: atom 1 (C): -0.4143, atom 2 (C): 0.3095, atom 3 (C): 0.8367, atom 4 (H): 0.2426, atom 5 (H): 0.2147, atom 6 (H): 0.2136, atom 7 (H): 0.2116, atom 8 (N): -0.2866

***

(3)
Formula: C3H4N2O2
Source: the OMol25 dataset
Level of theory: ωB97M-V/def2-TZVPD

Gap between HOMO and LUMO, eV: 9.1724
Total energy, eV: -10250.4923
Lowest unoccupied orbital energy, eV: 0.642
HOMO level, eV: -8.53
Energy relative to the best compared isomer or geometry (same formula, charge and spin), kJ/mol: 171.1
2S+1: 1

XYZ file:
```
11
C3H4N2O2, DFT ωB97M-V/def2-TZVPD
C -0.62 -0.23 -0.06
C -0.16 0.99 0.00
C 1.63 -0.46 -0.04
H -2.61 -0.11 -0.11
H -1.94 -1.56 0.63
H -0.59 2.00 0.10
H 1.86 1.60 -0.43
N -1.89 -0.88 -0.16
N 1.25 0.81 0.08
O 2.68 -1.01 -0.07
O 0.40 -1.15 0.05
```

Atomic partial charges in e from the natural (NBO) method, atoms 1 to 8: atom 1 (C): 0.4196, atom 2 (C): -0.2106, atom 3 (C): 0.8554, atom 4 (H): 0.3793, atom 5 (H): 0.3891, atom 6 (H): 0.2327, atom 7 (H): 0.4180, atom 8 (N): -0.8062

***

(4)
Formula: C3H4N2O2
Source: the OMol25 dataset
Level of theory: ωB97M-V/def2-TZVPD

Gap between HOMO and LUMO, eV: 9.5205
Total energy, eV: -10248.0983
Lowest unoccupied orbital energy, eV: 0.787
HOMO level, eV: -8.73
Energy relative to the best compared isomer or geometry (same formula, charge and spin), kJ/mol: 402.0
2S+1: 1

XYZ file:
```
11
C3H4N2O2, DFT ωB97M-V/def2-TZVPD
C -0.92 1.63 0.13
C -1.37 -0.62 0.14
C 1.45 -0.75 -0.11
N 0.29 1.25 0.40
N 0.39 -0.05 0.53
O -1.64 -1.75 0.14
O -1.89 0.57 0.02
H -1.35 2.61 -0.11
H 2.53 -0.78 0.34
H 1.04 -1.77 -0.37
H 1.48 -0.36 -1.11
```

Atomic partial charges in e from the natural (NBO) method, atoms 1 to 8: atom 1 (C): 0.2248, atom 2 (C): 0.9148, atom 3 (C): -0.4375, atom 4 (N): -0.2132, atom 5 (N): -0.3449, atom 6 (O): -0.5121, atom 7 (O): -0.4756, atom 8 (H): 0.2175

***

(5)
Formula: C3H4N2O2
Source: the OMol25 dataset
Level of theory: ωB97M-V/def2-TZVPD

Gap between HOMO and LUMO, eV: 9.4424
Total energy, eV: -10247.3581
Lowest unoccupied orbital energy, eV: 0.202
HOMO level, eV: -9.24
Energy relative to the best compared isomer or geometry (same formula, charge and spin), kJ/mol: 473.5
2S+1: 1

XYZ file:
```
11
C3H4N2O2, DFT ωB97M-V/def2-TZVPD
C -1.43 0.45 1.04
C 0.81 -0.79 -1.28
C 1.66 0.06 -0.46
H -2.40 0.29 0.79
H -1.29 1.51 1.48
H -1.35 -0.50 1.75
H 1.26 -1.69 -1.96
N -0.46 0.30 -0.03
N -0.40 -0.77 -0.92
O 2.84 0.44 -0.71
O 0.76 0.70 0.31
```

Atomic partial charges in e from the natural (NBO) method, atoms 1 to 8: atom 1 (C): -0.4312, atom 2 (C): -0.1138, atom 3 (C): 0.6447, atom 4 (H): 0.2265, atom 5 (H): 0.2439, atom 6 (H): 0.1960, atom 7 (H): 0.2397, atom 8 (N): 0.0395

***

(6)
Formula: C3H4N2O2
Source: the OMol25 dataset
Level of theory: ωB97M-V/def2-TZVPD

Gap between HOMO and LUMO, eV: 11.2583
Total energy, eV: -10247.8607
Lowest unoccupied orbital energy, eV: 0.563
HOMO level, eV: -10.70
Energy relative to the best compared isomer or geometry (same formula, charge and spin), kJ/mol: 425.0
2S+1: 1

XYZ file:
```
11
C3H4N2O2, DFT ωB97M-V/def2-TZVPD
C 1.97 -0.28 -0.28
C -0.98 -0.44 0.47
C -2.32 -0.21 0.02
H 1.71 -1.01 -1.00
H 1.11 1.50 0.62
H -0.97 -0.19 1.59
H -0.83 -1.49 0.40
N 1.04 0.59 0.22
N -3.40 0.14 -0.29
O 3.17 -0.15 0.01
O -0.24 0.36 -0.30
```

Atomic partial charges in e from the natural (NBO) method, atoms 1 to 8: atom 1 (C): 0.4829, atom 2 (C): -0.1691, atom 3 (C): 0.2514, atom 4 (H): 0.1525, atom 5 (H): 0.4131, atom 6 (H): 0.2194, atom 7 (H): 0.2064, atom 8 (N): -0.3464

***

(7)
Formula: C3H4N2O2
Source: the OMol25 dataset
Level of theory: ωB97M-V/def2-TZVPD

Gap between HOMO and LUMO, eV: 10.1686
Total energy, eV: -10246.6950
Lowest unoccupied orbital energy, eV: 0.783
HOMO level, eV: -9.39
Energy relative to the best compared isomer or geometry (same formula, charge and spin), kJ/mol: 537.4
2S+1: 1

XYZ file:
```
11
C3H4N2O2, DFT ωB97M-V/def2-TZVPD
C -1.93 0.21 0.03
C 0.12 -0.39 -0.14
C 2.15 -0.41 -0.06
H -1.61 0.57 1.11
H -1.42 1.29 -0.63
H -2.81 -0.33 -0.13
H 3.26 -0.45 -0.06
N 0.43 0.84 -0.02
N 1.70 0.84 -0.04
O -1.08 -0.95 -0.14
O 1.20 -1.24 0.08
```

Atomic partial charges in e from the natural (NBO) method, atoms 1 to 8: atom 1 (C): -0.3038, atom 2 (C): 0.6904, atom 3 (C): 0.2530, atom 4 (H): 0.1941, atom 5 (H): 0.2497, atom 6 (H): 0.2032, atom 7 (H): 0.2222, atom 8 (N): -0.3583

***

(8)
Formula: C3H4N2O2
Source: the OMol25 dataset
Level of theory: ωB97M-V/def2-TZVPD

Gap between HOMO and LUMO, eV: 8.9316
Total energy, eV: -10247.5940
Lowest unoccupied orbital energy, eV: -0.742
HOMO level, eV: -9.67
Energy relative to the best compared isomer or geometry (same formula, charge and spin), kJ/mol: 450.7
2S+1: 1

XYZ file:
```
11
C3H4N2O2, DFT ωB97M-V/def2-TZVPD
C -1.57 -0.87 -0.05
C 0.67 0.66 0.06
C 0.80 -0.86 0.03
N -0.75 1.09 0.12
N -0.51 -1.41 -0.15
O -2.72 -0.69 -0.04
O -0.94 2.23 -0.12
H 1.33 1.19 0.82
H 1.07 1.05 -0.90
H 1.47 -1.07 -0.72
H 1.14 -1.32 0.93
```

Atomic partial charges in e from the natural (NBO) method, atoms 1 to 8: atom 1 (C): 0.8347, atom 2 (C): -0.3614, atom 3 (C): -0.2182, atom 4 (N): 0.1686, atom 5 (N): -0.5559, atom 6 (O): -0.5219, atom 7 (O): -0.2219, atom 8 (H): 0.2409

***

(9)
Formula: C3H4N2O2
Source: the OMol25 dataset
Level of theory: ωB97M-V/def2-TZVPD

Gap between HOMO and LUMO, eV: 10.6481
Total energy, eV: -10248.8346
Lowest unoccupied orbital energy, eV: -0.252
HOMO level, eV: -10.90
Energy relative to the best compared isomer or geometry (same formula, charge and spin), kJ/mol: 331.0
2S+1: 1

XYZ file:
```
11
C3H4N2O2, DFT ωB97M-V/def2-TZVPD
C 1.49 -0.39 0.02
C -0.78 0.07 -0.05
C 0.54 0.44 0.58
N 2.29 -1.04 -0.46
N -1.03 -1.24 -0.17
O -1.51 0.89 -0.58
O 0.68 2.15 0.03
H 0.61 0.43 1.65
H -0.26 -1.89 0.15
H -1.90 -1.62 -0.52
H -0.12 2.20 -0.65
```

Atomic partial charges in e from the natural (NBO) method, atoms 1 to 8: atom 1 (C): 0.2072, atom 2 (C): 0.6457, atom 3 (C): -0.1196, atom 4 (N): -0.2376, atom 5 (N): -0.7966, atom 6 (O): -0.5981, atom 7 (O): -0.6985, atom 8 (H): 0.2651

***

(10)
Formula: C3H4N2O2
Source: the OMol25 dataset
Level of theory: ωB97M-V/def2-TZVPD

Gap between HOMO and LUMO, eV: 9.3884
Total energy, eV: -10249.2002
Lowest unoccupied orbital energy, eV: -0.166
HOMO level, eV: -9.55
Energy relative to the best compared isomer or geometry (same formula, charge and spin), kJ/mol: 295.7
2S+1: 1

XYZ file:
```
11
C3H4N2O2, DFT ωB97M-V/def2-TZVPD
C -0.56 -1.01 0.18
N -1.25 -0.82 -0.97
C 0.95 -0.41 0.09
C 0.73 1.91 0.72
N -0.44 1.82 0.61
O -0.97 -1.54 1.20
O 1.47 -0.30 -1.02
H -2.24 -1.05 -0.98
H -0.81 -0.28 -1.70
H 1.44 -0.73 1.02
H 1.68 2.40 0.86
```

Atomic partial charges in e from the natural (NBO) method, atoms 1 to 8: atom 1 (C): 0.5938, atom 2 (N): -0.8179, atom 3 (C): 0.3136, atom 4 (C): 0.0549, atom 5 (N): -0.2670, atom 6 (O): -0.5893, atom 7 (O): -0.5255, atom 8 (H): 0.4092

***

Repeat the second record exactly.
Formula: C3H4N2O2
Source: the OMol25 dataset
Level of theory: ωB97M-V/def2-TZVPD

Gap between HOMO and LUMO, eV: 10.3317
Total energy, eV: -10250.5313
Lowest unoccupied orbital energy, eV: 0.900
HOMO level, eV: -9.43
Energy relative to the best compared isomer or geometry (same formula, charge and spin), kJ/mol: 167.3
2S+1: 1

XYZ file:
```
11
C3H4N2O2, DFT ωB97M-V/def2-TZVPD
C -0.15 0.39 1.58
C 1.04 -0.43 -1.59
C -0.96 -0.10 -0.73
H -1.25 0.36 1.77
H 0.40 -0.38 2.15
H 0.24 1.38 1.87
H 1.80 -0.82 -2.29
N 0.03 0.11 0.16
N 1.27 -0.07 -0.38
O -0.28 -0.47 -1.92
O -2.14 0.03 -0.62
```

Atomic partial charges in e from the natural (NBO) method, atoms 1 to 8: atom 1 (C): -0.4143, atom 2 (C): 0.3095, atom 3 (C): 0.8367, atom 4 (H): 0.2426, atom 5 (H): 0.2147, atom 6 (H): 0.2136, atom 7 (H): 0.2116, atom 8 (N): -0.2866

***

The highest total energy belongs to which entry? number 1

***

Which formula does entry 6 have? C3H4N2O2

***

total energy of number 9 (C3H4N2O2)? -10248.8346 eV